# 1
ORCA calculation (ωB97M-V/def2-TZVPD) on a cluster of 2 separate species, C7H11F7O2P in total.

Calculated values
Maximum force = 2.3 eV/A
Total charge = -1
ΔE to the lowest compared entry with this formula, charge and spin = 212.6 kcal/mol

Geometry as XYZ:
```
28
Properties=species:S:1:pos:R:3:forces:R:3:mulliken_charge:R:1
F 4.830450 -1.808990 1.569355 0.3 -1.0 1.0 -0.2835
C 4.505790 -0.871938 0.696449 -0.4 0.6 1.4 0.6597
F 5.634835 -0.392867 0.237422 1.4 0.8 -0.7 -0.2876
F 3.885150 -1.440048 -0.278336 -1.1 -0.8 -1.6 -0.2364
C 3.668973 0.235309 1.417557 0.6 0.9 -2.0 0.5996
F 3.416234 -0.114500 2.640345 -0.7 -0.9 2.0 -0.2770
F 4.502059 1.311412 1.519478 0.6 0.6 0.0 -0.3581
C 2.408557 0.679071 0.685044 -0.8 -1.0 0.8 0.3705
F 2.752907 1.176724 -0.510365 0.7 0.2 -1.3 -0.3540
F 1.986284 1.755751 1.395900 -0.3 0.9 0.6 -0.3289
P 0.903170 -0.609225 0.602228 -1.1 -0.4 -0.3 0.2271
H 1.638307 -1.601550 1.400368 0.3 0.0 0.1 -0.0737
H 1.401035 -1.167191 -0.655059 0.4 0.0 0.1 -0.0937
H 0.191307 0.414481 -0.198980 0.1 0.2 0.0 -0.3221
H 0.361787 0.042646 1.805312 0.3 -0.1 0.3 -0.1043
H -0.241019 -1.511130 0.571562 0.1 0.1 -0.1 -0.0618
O -2.482925 -2.037857 -1.589733 0.1 0.1 0.1 -0.5757
C -2.871062 -0.955686 -1.259215 -0.1 -0.2 0.1 0.5132
O -2.289644 -0.205289 -0.296550 -0.4 -0.2 -0.2 -0.3350
C -3.051172 0.981672 -0.065311 0.1 0.2 0.1 -0.4250
C -3.857836 1.200159 -1.336559 -0.2 0.0 -0.1 -0.5006
C -4.092005 -0.230427 -1.806497 0.2 0.5 -0.1 -0.4319
H -3.688700 0.819656 0.808517 0.0 0.0 0.0 0.2561
H -2.368287 1.802322 0.143822 0.1 -0.2 0.1 0.3121
H -4.770849 1.773355 -1.175114 0.0 0.0 0.1 0.3270
H -3.251719 1.733292 -2.071084 0.0 0.0 0.0 0.2701
H -4.987004 -0.668153 -1.361099 0.0 -0.1 -0.1 0.2447
H -4.134621 -0.310998 -2.889455 -0.1 -0.2 0.0 0.2693
```
Forces are in eV/Å.

# 2
ORCA calculation (ωB97M-V/def2-TZVPD) on a structure of composition C7H11I2N2O5STi.

Calculated values
Maximum force = 4.3 eV/A
Total charge = -2
Spin multiplicity = 2
<S²> = 0.7549
ΔE to the lowest compared entry with this formula, charge and spin = 0.0 kcal/mol

Geometry as XYZ:
```
29
Properties=species:S:1:pos:R:3:forces:R:3:lowdin_spin:R:1
C 0.969585 -2.817266 -1.540119 0.7 0.5 1.1 -0.0079
I 2.624928 -2.767560 3.179104 1.7 -1.5 0.0 0.0466
H 1.584347 -1.963585 -1.227931 0.2 -0.7 0.2 -0.0004
H 0.394723 -3.257046 -0.719750 0.5 0.1 -0.3 -0.0001
H 1.581171 -3.553925 -2.009979 0.3 -0.7 -1.2 -0.0012
C -1.387908 2.677707 -1.116217 0.3 -0.3 -0.3 0.0003
C -0.587507 0.596125 -1.018647 1.2 -4.1 0.1 0.0030
N -1.570176 1.407458 -0.595876 -1.2 1.3 1.5 0.0012
H 0.150569 3.408143 -2.470643 0.2 -0.1 -0.1 0.0001
I 2.449219 0.862624 1.206076 0.6 0.9 -0.3 0.0314
N 0.171992 1.322319 -1.847189 0.9 1.3 -1.6 0.0015
H -2.002204 3.529317 -0.916399 -0.3 0.0 0.3 0.0000
Ti 0.961051 -1.188029 2.026694 -2.7 0.6 -0.3 0.9423
C -0.401285 -0.904528 -0.811458 -1.3 3.3 -0.1 0.0058
O -0.455536 -1.638994 -1.852814 -0.5 0.1 -0.3 0.0000
C -0.301905 2.615760 -1.906803 -0.3 0.0 -0.1 0.0006
C 1.357254 0.849610 -2.538861 -0.1 0.1 0.4 0.0005
H 2.204010 0.885383 -1.824318 -0.3 -0.3 -0.5 0.0002
H 1.548146 1.522404 -3.399582 -0.1 -0.4 0.4 0.0001
H 1.134767 -0.176116 -2.876021 0.4 0.2 0.0 0.0000
C -2.656030 1.014816 0.286714 0.4 -0.2 -0.2 0.0004
H -3.434438 0.517269 -0.309971 0.1 -0.1 0.2 0.0001
H -3.092954 1.894956 0.780455 0.3 -0.3 -0.1 0.0000
H -2.231030 0.320036 1.020284 -0.3 0.1 0.0 0.0003
O -0.144532 -0.823526 3.330670 1.0 -0.1 0.2 -0.0383
S 0.665015 -1.255457 5.236275 0.5 -0.5 -0.8 0.0018
O -0.511558 -1.801449 5.858803 -1.1 0.1 0.8 -0.0005
O -0.129951 -1.323799 0.393532 -0.7 -0.2 0.5 0.0099
O 1.110244 0.047353 5.663965 -0.3 0.9 0.5 0.0022
```
Forces are in eV/Å.

# 3
ORCA calculation (ωB97M-V/def2-TZVPD) on a structure of composition C7H11I2N2O5SYb.

Calculated values
Maximum force = 5.8 eV/A
Total charge = -2
Spin multiplicity = 2
<S²> = 0.7559
Energy = -2911.4211 hartree

Geometry as XYZ:
```
29
Properties=species:S:1:pos:R:3:forces:R:3:lowdin_spin:R:1
C 0.527480 -1.935866 -0.564637 2.7 -2.3 -0.3 0.0208
I 4.839070 -1.620518 2.005182 5.0 -1.7 0.0 0.0004
H 1.431110 -1.329012 -0.692185 -0.1 -0.2 0.0 0.0006
H 0.704272 -2.646411 0.257758 0.0 0.0 -0.3 0.0024
H 0.348268 -2.519842 -1.475685 0.1 0.0 0.0 0.0081
C -1.504313 2.270046 -1.087656 -0.3 -0.2 0.2 0.0265
C -0.587672 0.295171 -0.628534 -0.1 -4.6 0.3 0.2758
N -1.567422 1.144596 -0.270304 -1.5 1.8 0.4 0.1355
H -0.066331 2.734595 -2.691247 0.0 0.1 0.0 0.0039
I 2.842707 1.945315 0.477092 0.2 0.1 0.3 0.0033
N 0.099774 0.869850 -1.636727 1.1 1.7 -1.8 0.1354
H -2.223625 3.064887 -1.003740 0.1 0.1 0.0 0.0088
Yb 2.423561 -0.915515 2.076451 -2.4 2.4 -1.0 0.0016
C -0.609340 -1.163814 -0.230309 -2.7 4.5 -2.3 0.1276
O -1.707110 -1.649269 0.065246 -0.6 -0.8 0.6 0.1256
C -0.465945 2.104855 -1.919684 0.1 -0.3 0.0 0.0064
C 1.270143 0.422177 -2.346110 0.2 0.2 0.1 0.0154
H 2.160898 0.531727 -1.709185 -0.2 -0.3 -0.2 0.0047
H 1.400620 1.097840 -3.195962 0.0 -0.1 0.0 0.0012
H 1.170811 -0.603058 -2.713651 -0.1 0.1 0.0 0.0059
C -2.573766 0.980906 0.758867 0.3 -0.1 -0.1 0.0134
H -3.381517 0.326515 0.407585 0.1 0.0 0.2 0.0083
H -2.971154 1.981919 0.954070 0.0 -0.1 0.2 0.0009
H -2.128812 0.551881 1.665371 -0.2 0.1 -0.3 0.0031
O 0.239827 -0.402475 1.431840 -0.6 -0.9 3.8 0.0414
S 0.010601 -1.225264 2.760703 1.0 1.3 -1.7 0.0090
O -1.358786 -1.339889 3.155076 -0.2 -0.2 0.3 0.0037
O 0.758680 -2.495670 2.443485 -1.0 -0.3 0.8 0.0026
O 0.917976 -0.475673 3.706895 -1.0 -0.4 0.9 0.0078
```
Forces are in eV/Å.

# 4
ORCA calculation (ωB97M-V/def2-TZVPD) on a structure of composition C7H11N.

Calculated values
Maximum force = 6.7 eV/A
ΔE to the lowest compared entry with this formula, charge and spin = 211.6 kcal/mol

Geometry as XYZ:
```
19
Properties=species:S:1:pos:R:3:forces:R:3:mulliken_charge:R:1
C 1.102710 -0.168994 -1.454260 -4.5 1.6 0.9 -1.0520
C -0.053222 -1.190790 -0.812844 2.3 -2.0 -2.0 0.1428
C 0.965232 -1.201453 0.277198 -2.7 -1.9 3.9 -0.8038
C 1.261952 0.323839 0.076763 1.5 -0.4 -1.8 0.2094
C -0.016677 1.187391 0.162098 0.1 -2.0 5.8 -0.4336
C -1.207787 0.392066 0.717925 5.7 -2.0 2.8 -0.0344
C -1.435564 -0.601052 -0.393400 0.4 -4.3 2.3 -1.0772
H 1.930760 -0.679872 -1.819172 1.2 -0.8 -0.9 0.3758
H 0.568618 0.552579 -2.123943 1.2 -0.3 0.0 0.3167
H -0.101675 -2.355870 -1.218588 -0.4 3.2 0.4 0.3465
H 1.684565 -2.017506 -0.077797 -0.3 1.6 1.4 0.3916
H 0.191784 -1.506808 1.235858 3.4 0.1 -1.4 0.2495
H 2.286239 0.777922 0.377327 -1.9 -0.7 -0.4 0.3410
H -0.240078 1.689189 -0.708847 -0.6 1.9 -1.3 0.4938
H -0.272696 1.244235 2.494375 -1.6 1.6 -4.1 0.3438
H -0.587042 -0.227820 1.455510 -1.9 0.0 -1.2 0.0751
H -2.004818 -1.594342 -0.298018 -0.2 2.0 0.5 0.3103
H -1.711928 -0.033473 -1.122134 -2.6 2.6 -5.2 0.4416
N -0.777656 1.672244 1.480650 0.9 -0.2 0.3 -0.6369
```
Forces are in eV/Å.

# 5
ORCA calculation (ωB97M-V/def2-TZVPD) on the molecule C7H11N.

Calculated values
Maximum force = 5.2 eV/A
SMILES = C[C@H]1CC=C[C@@H]2CN21
ΔE to the lowest compared entry with this formula, charge and spin = 142.3 kcal/mol

Geometry as XYZ:
```
19
Properties=species:S:1:pos:R:3:forces:R:3:mulliken_charge:R:1
C 1.350252 -0.713381 -0.873806 0.8 -4.0 -3.2 -1.7848
C -0.114185 -0.458661 -0.964500 -1.7 0.6 -3.1 0.2295
C -0.958040 -1.338448 0.048548 -3.2 2.1 -1.7 -0.6046
C -1.297594 -0.691925 1.400605 2.5 0.0 -0.1 -0.3922
C -0.585051 0.393728 1.741134 -0.2 -0.9 -2.9 -0.7285
C 0.237781 0.937301 0.586458 0.2 1.9 2.3 0.2544
C 0.045528 2.163522 -0.336845 1.8 -2.3 1.1 -0.5979
H 1.465625 -1.636822 -1.547206 0.3 1.0 0.8 0.3754
H 1.911854 0.027033 -1.339171 0.7 1.6 -1.6 0.5855
H 1.987500 -0.880711 -0.045270 -0.3 -1.0 1.5 0.4649
H -0.378493 -0.502701 -2.116480 0.2 -1.1 2.1 0.3099
H -0.311278 -2.136103 0.067869 0.5 -2.8 0.7 0.3979
H -2.006304 -1.501127 -0.410566 1.8 -0.5 0.3 0.2586
H -1.911131 -1.199559 2.143842 -0.2 0.0 -0.5 0.3878
H -0.802329 0.892113 2.606726 0.0 1.3 2.3 0.5148
H 1.329094 0.494121 0.370487 -2.8 2.1 2.1 0.0320
H -0.528058 3.060202 -0.156015 -0.5 -0.4 -0.2 0.3098
H 1.077337 2.235693 -0.566523 0.9 1.4 -1.3 0.3498
N -0.512509 0.855727 -0.609288 -0.8 1.1 1.3 -0.3624
```
Forces are in eV/Å.

# 6
ORCA calculation (ωB97M-V/def2-TZVPD) on the molecule C7H11N.

Calculated values
Maximum force = 5.1 eV/A
SMILES = N[C@H]1C[C@@H]2[C@@H]3[C@H](C1)[C@H]23
ΔE to the lowest compared entry with this formula, charge and spin = 122.0 kcal/mol

Geometry as XYZ:
```
19
Properties=species:S:1:pos:R:3:forces:R:3:mulliken_charge:R:1
C -0.606419 -1.297054 -0.621680 -1.6 -0.1 -0.7 -1.2180
C -1.421074 0.032660 -0.410849 1.3 1.1 -1.0 0.2479
C -0.373426 1.156646 -0.561421 -1.2 2.1 -2.5 -1.0403
C 0.941293 1.061842 0.050116 -0.7 3.1 3.6 0.3927
C 1.140076 -0.168319 1.037724 1.8 0.2 -0.2 -0.8960
C 0.768435 -1.138573 -0.027763 1.5 1.2 -1.6 0.0692
C 1.739301 -0.012704 -0.361009 3.5 -1.0 -1.5 -0.6740
H -1.000475 -2.056803 0.094340 -0.6 0.2 -1.2 0.4100
H -0.716591 -1.598338 -1.743776 0.7 0.2 2.1 0.3237
H -2.333340 0.234497 -1.188720 2.0 -0.8 2.1 0.2296
H -0.044336 1.454530 -1.569515 -0.6 -0.8 -0.7 0.3661
H -0.715851 2.146728 -0.299798 -1.3 0.1 0.7 0.5726
H 1.176010 2.212359 0.339172 0.8 -3.1 -0.5 0.2638
H -0.911159 -0.517181 1.581575 -2.9 1.9 -2.3 0.3171
H 1.780894 -0.538995 1.899372 -1.1 1.3 -1.0 0.2748
H 1.364053 -1.986914 0.105202 0.2 -1.9 -0.1 0.6026
H 2.815567 0.103492 -0.868257 -2.5 -0.9 1.7 0.2508
H -1.885666 0.876709 1.563903 0.2 -0.4 -1.5 0.2892
N -1.717297 0.035424 0.981392 0.5 -2.3 4.5 -0.7817
```
Forces are in eV/Å.